Record 1
{
  "formula": "C28H58F2N4PSSi",
  "method": "ωB97M-V with the def2-TZVPD basis set",
  "species": ["C", "C", "C", "N", "C", "N", "C", "P", "S", "C", "F", "F", "C", "C", "Si", "C", "C", "C", "C", "C", "C", "C", "C", "H", "H", "H", "H", "H", "H", "H", "H", "H", "H", "H", "H", "H", "H", "H", "H", "H", "H", "H", "H", "H", "H", "H", "H", "H", "H", "H", "H", "C", "C", "N", "C", "C", "C", "C", "H", "H", "H", "H", "H", "H", "H", "H", "H", "H", "H", "H", "H", "H", "H", "C", "C", "N", "C", "C", "C", "C", "H", "H", "H", "H", "H", "H", "H", "H", "H", "H", "H", "H", "H", "H", "H"],
  "coordinates": [[8.8556, 1.4080, 0.2708], [8.2461, 1.2301, -0.8936], [7.0729, 2.0755, -1.3172], [5.8741, 1.2700, -1.7864], [6.2603, 0.4475, -3.0215], [5.2669, -0.5523, -3.2920], [4.6873, -0.5736, -4.6505], [5.4291, 0.0605, -0.4188], [5.4766, 0.7515, 1.3546], [4.6697, 2.2298, -2.1262], [4.3356, 1.9806, -3.4156], [5.1808, 3.4836, -2.1033], [3.4639, 2.1234, -1.2459], [2.3902, 3.1542, -1.6252], [0.7510, 2.6572, -0.8161], [1.0112, 2.5268, 1.0428], [-0.5469, 3.9151, -1.2582], [0.3678, 0.9455, -1.4936], [0.5198, 0.6431, -2.8528], [0.2275, -0.6192, -3.3499], [-0.2202, -1.6145, -2.4956], [-0.3773, -1.3380, -1.1445], [-0.0885, -0.0720, -0.6571], [8.5223, 2.1627, 0.9742], [9.7077, 0.8100, 0.5652], [8.6540, 0.5025, -1.5846], [7.3618, 2.7154, -2.1498], [6.7517, 2.6770, -0.4704], [7.2235, -0.0027, -2.8004], [6.4045, 1.1444, -3.8424], [5.6709, -1.4597, -3.1084], [3.7190, -0.0772, -4.6580], [4.5223, -1.6081, -4.9431], [5.3408, -0.1014, -5.3843], [6.4145, -0.8741, -0.7445], [4.2303, -0.4628, -0.8798], [3.0355, 1.1258, -1.3589], [3.7569, 2.2974, -0.2102], [2.2502, 3.2067, -2.7058], [2.6707, 4.1440, -1.2587], [1.0340, 1.4969, 1.3956], [1.9649, 2.9804, 1.3267], [0.2225, 3.0556, 1.5794], [-1.5568, 3.5307, -1.1186], [-0.4285, 4.2477, -2.2917], [-0.4265, 4.7980, -0.6259], [0.8555, 1.4133, -3.5407], [0.3333, -0.8291, -4.4065], [-0.4485, -2.6003, -2.8779], [-0.7283, -2.0931, -0.4512], [-0.2462, 0.1101, 0.3994], [-4.0199, -6.1973, 1.6061], [-3.6745, -4.8638, 0.9618], [-4.4657, -4.5775, -0.2215], [-3.9644, -3.4549, -0.9897], [-3.9884, -2.0654, -0.3411], [-5.9077, -4.6336, -0.0424], [-6.5375, -3.7130, 1.0120], [-3.9371, -7.0092, 0.8829], [-3.3313, -6.3975, 2.4277], [-5.0283, -6.2056, 2.0196], [-2.6267, -4.8904, 0.6465], [-3.7454, -4.0740, 1.7282], [-4.5142, -3.4176, -1.9339], [-2.9284, -3.6907, -1.2602], [-4.9911, -1.6417, -0.3109], [-3.3661, -1.3802, -0.9221], [-3.5928, -2.0847, 0.6761], [-6.1746, -5.6642, 0.1993], [-6.3665, -4.4414, -1.0152], [-5.9671, -3.7106, 1.9422], [-7.5439, -4.0621, 1.2482], [-6.6262, -2.6842, 0.6659], [-3.5043, 3.3259, 1.6977], [-3.1615, 1.8849, 2.0437], [-2.5261, 1.7354, 3.3390], [-1.9549, 0.4159, 3.5416], [-2.9019, -0.7905, 3.5824], [-3.2547, 2.2979, 4.4655], [-4.6778, 1.7878, 4.7267], [-2.6209, 3.9636, 1.7681], [-3.8850, 3.3769, 0.6766], [-4.2750, 3.7354, 2.3503], [-2.4514, 1.5098, 1.2977], [-4.0697, 1.2711, 1.9348], [-1.3685, 0.4427, 4.4639], [-1.2310, 0.2549, 2.7335], [-3.4557, -0.8449, 4.5182], [-2.3235, -1.7129, 3.4951], [-3.6187, -0.7745, 2.7603], [-3.2977, 3.3805, 4.3287], [-2.6434, 2.1476, 5.3585], [-5.2587, 1.7131, 3.8063], [-5.2002, 2.4828, 5.3859], [-4.6870, 0.8135, 5.2129]],
  "max_force_ev_per_a": 0.73,
  "energy_ha": -2549.20144,
  "relative_energy_kcal_mol": 0.0,
  "gap_ev": 6.7,
  "homo_energy_ev": -9.46,
  "charge": 1,
  "spin_multiplicity": 1
}

***

Record 2
{
  "formula": "C6H15N3",
  "method": "ωB97M-V with the def2-TZVPD basis set",
  "species": ["C", "C", "C", "C", "N", "H", "H", "H", "H", "H", "H", "H", "H", "H", "C", "N", "N", "C", "H", "H", "H", "H", "H", "H"],
  "coordinates": [[-1.3224, 0.6002, -0.2539], [-1.2070, 1.7654, 0.6922], [-1.2562, 0.9000, -1.7298], [-0.8106, -1.9988, -0.2237], [-0.3935, -0.9062, 0.2886], [-2.2670, 0.0907, -0.0471], [-0.4685, 1.6207, -1.9414], [-0.4286, 2.4636, 0.3920], [-1.0287, 1.4259, 1.7121], [-2.1569, 2.3136, 0.7094], [-1.0881, -0.0136, -2.3050], [-2.2056, 1.3416, -2.0572], [-1.8668, -2.1321, -0.4473], [-0.1571, -2.8466, -0.4053], [1.2937, -0.4831, 0.5243], [1.3010, 0.1482, 1.8221], [2.0325, -1.7231, 0.5217], [1.5340, 0.4292, -0.5509], [1.0267, -0.5026, 2.5493], [1.5210, -2.4336, 1.0382], [2.2268, 0.5141, 2.0136], [2.2254, -2.0589, -0.4126], [1.6956, 0.0327, -1.5423], [1.8004, 1.4529, -0.3469]],
  "max_force_ev_per_a": 2.34,
  "energy_ha": -401.70898,
  "relative_energy_kcal_mol": 111.9,
  "gap_ev": [6.6, 6.6],
  "homo_energy_ev": [-6.06, -6.07],
  "spin_multiplicity": 1
}

***

Record 3
{
  "formula": "C16H15N3O",
  "method": "ωB97M-V with the def2-TZVPD basis set",
  "species": ["C", "C", "C", "C", "C", "N", "C", "N", "N", "C", "C", "C", "C", "C", "C", "C", "C", "O", "C", "C", "H", "H", "H", "H", "H", "H", "H", "H", "H", "H", "H", "H", "H", "H", "H"],
  "coordinates": [[-1.3929, -0.0675, 5.8567], [-0.7771, -0.6682, 4.7477], [-1.1079, -0.2343, 3.4149], [-1.9905, 0.8288, 3.2260], [-2.4183, 1.0235, 1.8671], [-1.2388, 1.2763, 0.9855], [-0.6160, 0.2052, 0.1772], [-1.0646, -0.9982, -0.0685], [0.0025, -1.5670, -0.7417], [0.9277, -0.7318, -0.8517], [2.1836, -1.0050, -1.7262], [1.9022, -0.7755, -3.1993], [0.7610, -0.2340, -3.8906], [0.8558, 0.1033, -5.2769], [1.9577, 0.0194, -5.9885], [3.0796, -0.5682, -5.3355], [3.0386, -0.9175, -3.9792], [0.5357, 0.4426, -0.3352], [-2.6295, 1.4284, 4.3449], [-2.2109, 1.0066, 5.6328], [-1.2492, -0.3543, 6.9223], [-0.1171, -1.5523, 4.8669], [-0.7628, -0.8948, 2.6342], [-2.8567, 0.0359, 1.5528], [-3.1081, 1.9027, 1.8724], [-0.6201, 1.9868, 1.1012], [2.4020, -2.0416, -1.4999], [2.9203, -0.2995, -1.3418], [-0.2018, -0.0075, -3.4476], [0.0808, 0.5355, -5.9288], [1.9900, 0.3538, -7.0271], [4.0248, -0.6708, -5.8402], [3.8840, -1.2908, -3.4653], [-3.4902, 2.1847, 4.2445], [-2.6939, 1.5455, 6.4968]],
  "smiles": "c1ccc(CNc2nnc(Cc3ccccc3)o2)cc1",
  "max_force_ev_per_a": 6.10,
  "energy_ha": -858.11729,
  "relative_energy_kcal_mol": 73.3,
  "gap_ev": 9.4,
  "homo_energy_ev": -8.69,
  "spin_multiplicity": 1
}

***

Record 4
{
  "formula": "C37H41N3O5Si3Sr",
  "method": "ωB97M-V with the def2-TZVPD basis set",
  "species": ["Sr", "O", "C", "O", "C", "C", "C", "C", "C", "N", "C", "O", "O", "H", "H", "H", "H", "C", "Si", "C", "C", "N", "C", "C", "C", "C", "C", "C", "N", "Si", "C", "C", "C", "H", "H", "H", "H", "H", "H", "H", "H", "H", "H", "H", "H", "H", "H", "H", "H", "H", "H", "H", "H", "H", "H", "O", "Si", "C", "C", "C", "C", "C", "C", "C", "C", "C", "C", "C", "C", "C", "C", "C", "C", "C", "C", "H", "H", "H", "H", "H", "H", "H", "H", "H", "H", "H", "H", "H", "H", "H"],
  "coordinates": [[-16.3655, -2.1718, 11.1283], [-14.3319, -0.1568, 14.8815], [-14.7299, -0.8910, 13.8266], [-15.0520, -0.3230, 12.8205], [-14.7073, -2.2958, 14.1721], [-14.6126, -2.7324, 15.5057], [-14.6391, -4.0852, 15.7920], [-14.9206, -4.9149, 14.7023], [-15.1181, -4.3939, 13.4486], [-14.9350, -3.1530, 13.2049], [-15.7126, -5.3489, 12.3590], [-15.7132, -6.5536, 12.7118], [-16.1475, -4.6906, 11.3968], [-14.6518, 0.7369, 14.6170], [-14.4357, -1.9656, 16.2344], [-14.6197, -4.4184, 16.8066], [-14.9758, -5.9781, 14.8323], [-18.1558, -1.8659, 6.5644], [-18.4885, -1.4725, 8.3634], [-18.9247, -3.0792, 9.2874], [-20.0211, -0.3787, 8.2291], [-17.0104, -1.0907, 9.0105], [-16.0301, -0.1544, 8.6809], [-16.3770, 1.1399, 8.1962], [-15.3395, 2.1187, 7.8659], [-14.0269, 1.8028, 8.1210], [-13.7105, 0.5314, 8.6790], [-14.6071, -0.4879, 8.9584], [-14.2928, -1.7189, 9.4579], [-12.9439, -2.5839, 9.1706], [-12.5016, -2.6067, 7.3616], [-11.3461, -1.9537, 10.1516], [-13.1454, -4.4223, 9.6576], [-18.9421, -1.6419, 5.8219], [-18.0491, -2.9209, 6.4685], [-17.1793, -1.3896, 6.3447], [-19.5954, -3.7714, 8.7387], [-19.4490, -2.8950, 10.2417], [-18.0510, -3.7280, 9.2642], [-21.0073, -0.8603, 8.4401], [-20.0661, 0.0224, 7.1815], [-19.9186, 0.4637, 8.8974], [-17.3933, 1.2577, 7.9080], [-15.7376, 3.0995, 7.5441], [-13.2296, 2.5418, 7.9569], [-12.6920, 0.2706, 8.9502], [-12.0691, -1.5668, 7.1228], [-13.3724, -2.8145, 6.7988], [-11.5918, -3.0554, 7.0500], [-10.5692, -2.6385, 9.7732], [-11.5985, -2.1135, 11.2307], [-11.1366, -0.9711, 9.8802], [-12.1414, -4.8555, 9.4403], [-13.8756, -5.0342, 9.0289], [-13.1641, -4.7021, 10.7331], [-18.0032, -1.8188, 12.8524], [-19.0180, -1.3782, 14.0265], [-19.3773, -2.8001, 15.2758], [-18.7671, -3.9588, 14.8398], [-18.8749, -5.1535, 15.4853], [-19.6743, -5.2488, 16.6028], [-20.2257, -4.1044, 17.1731], [-20.1462, -2.8838, 16.4443], [-20.7085, -0.8256, 13.3826], [-21.7972, -0.4646, 14.2030], [-22.8994, 0.1728, 13.7103], [-22.9412, 0.5435, 12.3849], [-21.9194, 0.2077, 11.5446], [-20.8342, -0.4820, 12.0374], [-18.2097, 0.0184, 14.9226], [-17.7251, 1.1095, 14.1603], [-17.1699, 2.2349, 14.7837], [-16.9915, 2.2865, 16.1432], [-17.4498, 1.2160, 16.8694], [-18.0891, 0.1368, 16.3458], [-18.0946, -4.0123, 14.0190], [-18.3263, -6.0522, 15.1109], [-19.8516, -6.2141, 17.1795], [-20.8347, -4.1681, 18.0574], [-20.6724, -2.0870, 16.9529], [-21.6753, -0.3773, 15.2620], [-23.6941, 0.5760, 14.3227], [-23.7682, 1.2499, 12.0874], [-21.9727, 0.3047, 10.4778], [-20.0755, -0.8854, 11.3530], [-17.7770, 1.1614, 13.0559], [-16.7692, 3.0135, 14.1717], [-16.5397, 3.1042, 16.6901], [-17.3060, 1.3827, 17.9019], [-18.5067, -0.6365, 16.9690]],
  "max_force_ev_per_a": 3.38,
  "energy_ha": -2874.50116,
  "relative_energy_kcal_mol": 58.3,
  "gap_ev": 4.9,
  "homo_energy_ev": -0.79,
  "charge": -2,
  "spin_multiplicity": 1
}

***

Record 5
{
  "formula": "C40H47AuINO3PSb",
  "method": "ωB97M-V with the def2-TZVPD basis set",
  "species": ["Au", "I", "C", "C", "C", "C", "C", "C", "C", "O", "O", "H", "H", "H", "H", "C", "P", "C", "C", "O", "H", "H", "H", "H", "H", "H", "H", "H", "H", "C", "C", "C", "C", "C", "C", "C", "Sb", "C", "C", "C", "C", "C", "C", "C", "C", "C", "C", "C", "C", "C", "C", "H", "H", "H", "H", "H", "H", "H", "H", "H", "H", "H", "H", "H", "H", "H", "H", "H", "H", "H", "H", "H", "C", "N", "C", "C", "C", "C", "C", "C", "C", "C", "H", "H", "H", "H", "H", "H", "H", "H", "H", "H", "H", "H", "H"],
  "coordinates": [[-0.3310, 0.1105, -2.0733], [8.5872, -1.0020, -1.1790], [6.4836, -0.9331, -1.3951], [5.6943, -1.8785, -0.7553], [4.3203, -1.8232, -0.8862], [3.7359, -0.8237, -1.6573], [4.5408, 0.0892, -2.3353], [5.9131, 0.0501, -2.1907], [2.2636, -0.6641, -1.7440], [1.8087, -0.0329, -2.7306], [1.5041, -1.0927, -0.8462], [6.1545, -2.6539, -0.1625], [3.6955, -2.5568, -0.3962], [4.0777, 0.8298, -2.9671], [6.5322, 0.7730, -2.6968], [-1.6887, -3.1609, -3.5246], [-2.9618, -2.0717, -2.8204], [-3.9050, -1.4103, -4.2343], [-4.0759, -3.0686, -1.7848], [-2.4103, -0.9310, -1.9902], [-2.1437, -3.9410, -4.1315], [-1.1082, -3.6141, -2.7222], [-1.0266, -2.5670, -4.1539], [-4.2678, -2.2163, -4.8639], [-3.2393, -0.7700, -4.8106], [-4.7535, -0.8262, -3.8873], [-4.5715, -3.8290, -2.3820], [-4.8202, -2.4157, -1.3353], [-3.5078, -3.5430, -0.9874], [1.2079, 1.1239, 4.4258], [-0.1401, 0.4764, 4.4937], [-0.8005, 0.4440, 5.7215], [-2.0462, -0.1351, 5.8683], [-2.6672, -0.7118, 4.7727], [-2.0314, -0.6897, 3.5449], [-0.7740, -0.1155, 3.4034], [0.0784, -0.3601, 1.3938], [0.3110, -2.5194, 1.3170], [-0.2726, -3.1483, 0.2322], [-0.1773, -4.5215, 0.0983], [0.4922, -5.2557, 1.0633], [1.0557, -4.6141, 2.1497], [0.9753, -3.2322, 2.3050], [1.5757, -2.5708, 3.5048], [1.8524, 0.8698, 1.3081], [3.0924, 0.2641, 1.2690], [4.2321, 1.0454, 1.1741], [4.1171, 2.4195, 1.0883], [2.8662, 3.0140, 1.1217], [1.7113, 2.2498, 1.2248], [0.3582, 2.8968, 1.2642], [1.6342, 1.2075, 5.4218], [1.1366, 2.1309, 4.0150], [1.8985, 0.5579, 3.8040], [-0.3123, 0.8830, 6.5789], [-2.5286, -0.1377, 6.8343], [-3.6352, -1.1765, 4.8753], [-2.5109, -1.1410, 2.6833], [-0.7801, -2.5559, -0.5190], [-0.6197, -5.0231, -0.7499], [0.5728, -6.3274, 0.9712], [1.5759, -5.1901, 2.9008], [2.2278, -3.2584, 4.0363], [0.7878, -2.2548, 4.1912], [2.1579, -1.6926, 3.2200], [3.1717, -0.8123, 1.3038], [5.1997, 0.5705, 1.1607], [5.0012, 3.0315, 0.9919], [2.7842, 4.0889, 1.0582], [0.4480, 3.9747, 1.1643], [-0.1488, 2.6787, 2.2046], [-0.2557, 2.5182, 0.4454], [-3.4566, 1.9307, -0.2781], [-3.8666, 2.5304, -1.5572], [-5.2121, 2.1019, -1.9634], [-2.8658, 2.2325, -2.6217], [-1.5567, 2.9232, -2.3620], [-1.5234, 4.3190, -2.3345], [-0.3310, 4.9861, -2.1345], [0.8429, 4.2620, -2.0046], [0.8156, 2.8755, -2.0417], [-0.3843, 2.2025, -2.1847], [-4.2030, 2.1261, 0.4885], [-2.5041, 2.3563, 0.0346], [-3.3396, 0.8553, -0.4057], [-3.8764, 3.5503, -1.4352], [-5.2111, 1.0245, -2.1200], [-5.4930, 2.5942, -2.8920], [-5.9467, 2.3453, -1.1992], [-3.2737, 2.5659, -3.5797], [-2.7102, 1.1521, -2.6481], [-2.4365, 4.8784, -2.4932], [-0.3158, 6.0654, -2.1046], [1.7859, 4.7711, -1.8854], [1.7376, 2.3240, -1.9696]],
  "max_force_ev_per_a": 2.33,
  "energy_ha": -2847.30385,
  "gap_ev": 4.0,
  "homo_energy_ev": -12.38,
  "charge": 2,
  "spin_multiplicity": 1
}

***

Record 6
{
  "formula": "C12H10NO",
  "method": "ωB97M-V with the def2-TZVPD basis set",
  "species": ["C", "C", "C", "C", "C", "C", "C", "C", "C", "C", "C", "C", "N", "O", "H", "H", "H", "H", "H", "H", "H", "H", "H", "H"],
  "coordinates": [[-0.3106, -2.2700, 1.3180], [-0.8278, -1.0983, 1.8662], [0.4635, -2.3042, 0.1669], [0.4626, 0.0629, 0.1268], [-0.4674, 0.0721, 1.2499], [0.8238, -1.1446, -0.4582], [0.4986, 1.4280, -0.1968], [-1.9370, 3.8341, 0.5391], [-0.5766, 2.0121, -0.9851], [-0.7013, 1.6903, 1.5160], [-1.0776, 2.5436, 0.3930], [1.8385, -1.2734, -1.5994], [0.3623, 2.3274, 0.8758], [-2.6060, 4.2320, -0.3421], [-0.7837, -3.2182, 1.6481], [-1.5991, -1.1850, 2.6916], [0.6535, -3.3026, -0.1820], [-2.0316, 4.4196, 1.4358], [-0.3563, 3.0192, -1.6306], [-0.9831, 1.4723, -1.7468], [-0.9856, 1.9794, 2.5345], [2.0862, -2.2621, -2.1183], [1.6882, -0.5722, -2.3258], [2.8389, -0.9618, -1.2419]],
  "max_force_ev_per_a": 6.39,
  "energy_ha": -592.79481,
  "relative_energy_kcal_mol": 72.0,
  "gap_ev": [7.5, 7.5],
  "homo_energy_ev": [-13.76, -13.76],
  "charge": 1,
  "spin_multiplicity": 1
}

***

Record 7
{
  "formula": "C3H4N4O",
  "method": "ωB97M-V with the def2-TZVPD basis set",
  "species": ["H", "N", "C", "C", "C", "N", "N", "N", "O", "H", "H", "H"],
  "coordinates": [[-2.2404, 1.4301, -0.3071], [-2.0178, 0.4242, -0.6225], [-0.7927, 0.0693, -0.3118], [-0.2470, -1.3421, -0.3257], [1.0535, -1.5234, -0.0329], [2.0144, -0.5254, 0.3369], [1.4008, 0.5899, 0.5326], [0.1290, 0.8889, 0.1387], [-0.2547, 2.1131, 0.4452], [-1.1108, -2.0486, -0.6492], [1.5796, -2.4628, -0.1842], [0.4860, 2.3868, 0.9799]],
  "smiles": "[H]/N=c1/ccnnn1O",
  "max_force_ev_per_a": 4.53,
  "energy_ha": -410.81888,
  "relative_energy_kcal_mol": 115.7,
  "gap_ev": 8.5,
  "homo_energy_ev": -8.94,
  "spin_multiplicity": 1
}

***

Record 8
{
  "formula": "C4H11NO2",
  "method": "ωB97M-V with the def2-TZVPD basis set",
  "species": ["C", "C", "H", "H", "C", "N", "O", "H", "H", "H", "H", "H", "C", "O", "H", "H", "H", "H"],
  "coordinates": [[1.7336, -1.3506, 0.0681], [1.9123, -0.5371, 1.0014], [2.0435, -2.1544, -0.5683], [2.6349, -0.5640, 1.7959], [-0.2774, 2.4871, -0.2381], [-0.4477, 1.1025, 0.1669], [-1.6499, 0.9210, 0.9136], [0.6545, 2.5511, -0.8002], [-1.1074, 2.7852, -0.8780], [-0.2180, 3.1711, 0.6186], [0.3586, 0.7635, 0.7420], [-1.5401, 1.3796, 1.7622], [-0.8343, -2.1117, -0.7456], [0.1642, -1.1399, -1.0631], [-0.4652, -3.0838, -1.0722], [-1.0214, -2.1371, 0.3302], [-1.7603, -1.8721, -1.2727], [-0.1797, -0.2104, -0.7608]],
  "smiles": "C#C.CNO.CO",
  "max_force_ev_per_a": 1.74,
  "energy_ha": -364.02795,
  "relative_energy_kcal_mol": 150.7,
  "gap_ev": 9.3,
  "homo_energy_ev": -8.44,
  "spin_multiplicity": 1
}